The following is a DFT calculation (wB97M-V/def2-TZVPD) of the molecule C14H19Cl2NO3.

CARTESIAN COORDINATES (ANGSTROEM)
C: -2.90590 0.49718 0.45974
H: -3.88794 0.82649 0.78852
H: -2.26970 0.39800 1.33654
H: -2.99954 -0.47396 -0.01995
C: -2.32706 1.52532 -0.50747
N: -0.93835 1.16850 -0.78301
C: -0.10549 1.85289 -1.59140
O: -0.41433 2.84329 -2.22217
C: 1.30022 1.26275 -1.62175
H: 1.85609 1.75150 -2.42071
H: 1.22015 0.19977 -1.85240
C: 2.00422 1.45195 -0.26694
H: 2.78705 2.20555 -0.34470
C: 2.62613 0.15388 0.23818
H: 3.34915 -0.23573 -0.49031
H: 3.13884 0.32783 1.19305
O: 1.56943 -0.77462 0.41428
C: 1.85213 -2.02616 0.84052
C: 3.11056 -2.49431 1.20288
C: 3.28571 -3.79786 1.63664
C: 2.20098 -4.65281 1.71260
C: 0.93367 -4.21664 1.35265
C: 0.77129 -2.91635 0.92041
Cl: -0.79020 -2.35970 0.45855
H: 0.08621 -4.88070 1.40640
Cl: 2.41509 -6.27634 2.25498
H: 4.26784 -4.14423 1.91511
H: 3.96819 -1.84376 1.15171
H: 1.28558 1.79519 0.47960
H: -0.58064 0.34605 -0.31943
C: -3.12420 1.53508 -1.81614
H: -2.73832 2.30437 -2.47996
H: -3.02753 0.57126 -2.31075
H: -4.17828 1.71446 -1.61912
C: -2.34668 2.92594 0.15499
O: -3.63861 3.36510 0.48795
H: -4.11341 3.55239 -0.32880
H: -1.79663 2.87968 1.09899
H: -1.84574 3.63877 -0.50929

Results
- molecular weight (g/mol) = 320.2
- lowest unoccupied orbital energy (eV) = 0.59
- SMILES = CC(C)(CO)NC(=O)CCCOc1ccc(Cl)cc1Cl
- E (eV) = -47504.48438
- energy above the lowest of the compared OMol25 structures with the same formula, charge and spin (eV) = 0.184
- maximum force (eV/A) = 0.7



The following is a DFT calculation (wB97M-V/def2-TZVPD) of a structure of composition C14H19ClHfN2 at a distorted geometry.

CARTESIAN COORDINATES (ANGSTROEM)
C: 0.67484 2.38190 1.97803
C: 0.34352 1.26357 3.00324
H: 1.74297 2.40459 1.72038
H: 0.43928 3.35534 2.43996
H: 0.06740 2.46550 1.01122
H: 0.43902 0.18223 2.63550
H: 1.16508 1.23500 3.73442
H: -0.56670 1.43100 3.59507
C: 1.90214 1.66176 -0.90058
C: 2.86259 1.61288 -1.90180
C: 3.03096 0.44719 -2.64152
C: 2.20229 -0.63171 -2.36140
H: 1.73708 2.57416 -0.32970
H: 3.47045 2.49012 -2.09431
H: 3.78994 0.37154 -3.41711
H: 2.25180 -1.54802 -2.94561
N: 1.11805 0.59387 -0.58903
C: 1.23440 -0.55434 -1.34466
C: 0.20176 -1.57994 -1.16321
N: -0.88541 -1.21791 -0.40541
C: -2.02440 -1.94648 -0.49836
C: -0.93186 -3.61806 -1.84171
C: -2.06458 -3.16692 -1.16428
H: -2.90783 -1.53994 -0.00622
H: -2.97755 -3.75480 -1.14283
C: 0.19490 -2.80527 -1.85401
H: 1.09820 -3.09006 -2.38584
H: -0.92970 -4.57028 -2.37236
Hf: -0.55305 0.58705 0.98291
C: -1.70760 -0.68104 2.38143
H: -1.01721 -1.37365 2.89726
H: -2.48813 -1.32259 1.95464
H: -2.19865 -0.11622 3.19342
Cl: -3.29067 1.32254 0.65676
C: -1.81362 2.06583 -0.00185
H: -1.79836 1.94250 -1.09294
H: -1.81138 3.12864 0.27049

Results
- molecular weight (g/mol) = 429.3
- lowest unoccupied orbital energy (eV) = -7.93
- charge = +2
- E (eV) = -31619.33557
- energy above the lowest of the compared OMol25 structures with the same formula, charge and spin (eV) = 0.657
- maximum force (eV/A) = 4.4



The following is a DFT calculation (wB97M-V/def2-TZVPD) of the molecule C14H19ClN2O3.

CARTESIAN COORDINATES (ANGSTROEM)
C: -1.90583 -2.70205 -0.23023
C: -2.89301 -1.57592 -0.18808
C: -3.95949 -1.55235 -1.08029
C: -4.92878 -0.56850 -1.03869
C: -4.84492 0.41939 -0.06981
C: -3.79024 0.43644 0.82400
C: -2.80598 -0.54573 0.75702
N: -1.75062 -0.49811 1.68908
C: -0.41239 -0.44570 1.42375
O: 0.40246 -0.52421 2.33969
N: -0.07539 -0.30633 0.12144
H: -0.82773 -0.13202 -0.52515
C: 1.28072 -0.09306 -0.37466
C: 1.92588 1.15602 0.24851
H: 1.88219 1.06954 1.33598
H: 1.33260 2.02822 -0.04074
C: 3.38476 1.37128 -0.17205
C: 3.92671 2.61497 0.53031
H: 4.97650 2.75995 0.28868
H: 3.83444 2.51979 1.60971
H: 3.37690 3.49923 0.21386
C: 3.52681 1.51072 -1.68593
H: 4.54500 1.79686 -1.93769
H: 3.31319 0.56876 -2.18349
H: 2.85316 2.27667 -2.06610
H: 3.97392 0.50655 0.15057
H: 1.19475 0.03711 -1.45611
C: 2.17938 -1.33304 -0.16101
O: 2.70562 -1.87255 -1.09731
O: 2.34403 -1.73470 1.08054
H: 1.75655 -1.24116 1.72093
H: -1.98832 -0.40245 2.66580
H: -3.72430 1.20848 1.57482
Cl: -6.06014 1.64371 0.02294
H: -5.74918 -0.57402 -1.73779
H: -4.03761 -2.33779 -1.81692
H: -1.44880 -2.85672 0.74424
H: -2.40507 -3.61933 -0.53275
H: -1.10779 -2.50796 -0.94706

Results
- molecular weight (g/mol) = 298.8
- lowest unoccupied orbital energy (eV) = 0.44
- SMILES = Cc1ccc(Cl)cc1NC(=O)N[C@@H](CC(C)C)C(=O)O
- E (eV) = -36473.58352
- energy above the lowest of the compared OMol25 structures with the same formula, charge and spin (eV) = 0.000
- maximum force (eV/A) = 0.9



The following is a DFT calculation (wB97M-V/def2-TZVPD) of a structure of composition C14H19ClN3O2PZr at a distorted geometry.

CARTESIAN COORDINATES (ANGSTROEM)
Cl: -2.23314 -0.01277 -2.09979
C: 0.66060 -3.02773 -2.73987
C: 1.73838 -2.26176 -2.15916
C: 1.67290 -0.93278 -2.69859
H: 2.51084 -2.65878 -1.50043
C: 0.58666 -0.87658 -3.64418
C: -0.04342 -2.16973 -3.64942
H: -0.84073 -2.46141 -4.33065
H: 0.49408 -4.09539 -2.61229
H: 2.40097 -0.13560 -2.55760
C: 0.24460 0.26850 -4.53737
Zr: -0.35108 -1.33388 -1.39523
C: 0.29542 -2.90761 0.42316
C: -2.06828 -2.44231 -0.26680
O: 0.43824 -3.64649 1.29960
O: -2.99529 -2.77457 0.32781
H: 0.57606 1.21624 -4.09416
H: -0.83742 0.33543 -4.70057
H: 0.72448 0.16294 -5.52207
C: 1.03404 1.60284 3.30484
N: 1.12954 2.16265 1.93742
C: -0.07894 2.98496 1.65668
N: -1.33578 2.23451 1.88556
C: -1.36972 1.64031 3.24141
N: -0.19436 0.78863 3.50544
C: -0.18457 -0.43875 2.67490
P: -0.14151 -0.02549 0.88278
C: 1.31781 1.10469 0.93443
C: -1.52619 1.21571 0.85976
H: 1.00410 2.45106 4.00814
H: 1.91430 0.97050 3.49321
H: -0.05759 3.32440 0.60774
H: -0.06884 3.84823 2.33644
H: -2.28423 1.03797 3.33682
H: -1.38321 2.47012 3.96561
H: 0.70261 -1.04090 2.92571
H: -1.09588 -1.02095 2.87562
H: 1.46210 1.54516 -0.06211
H: 2.21570 0.52082 1.18453
H: -2.47103 0.68284 1.02782
H: -1.56221 1.69501 -0.12513

Results
- molecular weight (g/mol) = 419.0
- lowest unoccupied orbital energy (eV) = -9.55
- charge = +2
- E (eV) = -46467.84159
- energy above the lowest of the compared OMol25 structures with the same formula, charge and spin (eV) = 0.000
- maximum force (eV/A) = 5.7



The following is a DFT calculation (wB97M-V/def2-TZVPD) of a cluster of 2 separate species, C14H19ClN4O6S2 in total at a distorted geometry.

CARTESIAN COORDINATES (ANGSTROEM)
C: 3.26755 -3.19848 1.60946
C: 2.87220 -2.81919 0.08523
O: 1.91761 -3.38375 -0.51251
O: 3.71291 -1.81063 -0.53199
C: 2.90187 -0.57352 -0.59767
C: 3.59895 0.68621 0.11393
C: 2.68316 1.45770 1.19175
C: 1.12759 1.59125 0.79725
C: 0.22497 0.88665 1.94026
C: -0.95793 -0.03145 1.37983
C: -1.05938 -1.54845 1.87181
Cl: 0.17163 -2.30210 3.03156
C: -2.20348 -2.52152 1.42213
N: -2.31783 -3.92046 1.90053
C: -3.30659 -2.01965 0.42749
N: -4.42809 -2.80740 -0.07340
S: -5.27704 -1.66966 -1.07438
N: -4.31929 -0.24822 -0.98316
C: -3.19995 -0.50658 -0.09445
C: -2.04671 0.45209 0.37271
C: -2.03571 1.96038 -0.22538
N: -1.37078 1.84268 -1.59220
H: 4.34846 -3.58546 1.69718
H: 2.56882 -4.05224 1.93137
H: 3.11756 -2.24354 2.21885
H: 2.80781 -0.30803 -1.72211
H: 1.86478 -0.84424 -0.20141
H: 4.01634 1.44283 -0.63702
H: 4.50512 0.26118 0.70414
H: 2.88024 0.99255 2.22259
H: 3.10305 2.53833 1.25483
H: 0.86208 2.71848 0.83669
H: 0.89023 1.25037 -0.26653
H: 0.87909 0.31336 2.68347
H: -0.28147 1.73008 2.55610
H: -1.39386 -4.31364 2.13567
H: -2.70443 -4.52219 1.15410
H: -1.42635 2.68601 0.41457
H: -3.09435 2.36427 -0.41839
H: -0.75367 1.00948 -1.47631
H: -2.13060 1.49062 -2.21464
O: -2.23325 5.27612 -3.56624
S: -2.00187 4.31263 -4.66651
O: -0.54896 4.07300 -4.81755
O: -2.54636 4.86273 -5.92893
O: -2.68405 3.03142 -4.35270

Results
- molecular weight (g/mol) = 438.9
- lowest unoccupied orbital energy (eV) = 2.56
- charge = -2
- E (eV) = -67256.59755
- maximum force (eV/A) = 5.5



The following is a DFT calculation (wB97M-V/def2-TZVPD) of a cluster of 2 separate species, C14H19ClN6O2S in total at a distorted geometry.

CARTESIAN COORDINATES (ANGSTROEM)
O: 5.45015 -1.53047 -3.65905
O: 1.13229 1.12974 -3.30388
Cl: -1.62245 -2.27641 1.00086
N: -6.60701 0.48086 5.67143
N: -4.85131 -0.87156 5.17260
S: 0.66416 -1.57864 -1.82091
C: 4.90216 -1.54965 -2.56546
C: 2.31760 0.81000 -3.30252
C: -5.92818 -0.59220 6.00561
C: -4.86967 0.08378 4.28662
C: -2.23182 0.38561 0.93642
C: -3.27378 -0.90649 2.68506
C: -2.87451 1.53454 1.41057
C: -2.42421 -0.83797 1.57891
C: -3.94101 0.23527 3.16192
C: -3.71495 1.46966 2.52404
N: -5.93578 0.90027 4.57417
N: -4.26336 2.65571 2.99198
N: 3.22908 1.78379 -3.18453
N: 3.65868 -1.11950 -2.36241
C: 5.64429 -2.06103 -1.35347
C: 4.68566 1.68021 -3.27718
C: 1.54282 -1.65569 -3.41156
C: 2.73511 -0.68134 -3.41567
H: 0.21163 -0.32824 -2.00764
H: -6.18829 -1.21052 6.86051
H: -1.57692 0.43575 0.07153
H: -3.42730 -1.86613 3.17234
H: -2.70279 2.48086 0.90966
H: -6.21273 1.66935 3.96439
H: -3.98862 3.49498 2.48314
H: -4.29377 2.74662 4.00789
H: 2.83629 2.70759 -3.08504
H: 3.27526 -1.19859 -1.43391
H: 6.66094 -2.32071 -1.64575
H: 5.13890 -2.94532 -0.96922
H: 5.67053 -1.28706 -0.58916
H: 4.97173 1.02722 -4.10442
H: 5.09652 1.28318 -2.34799
H: 5.11620 2.66706 -3.45319
H: 0.85399 -1.39460 -4.21751
H: 1.90389 -2.67240 -3.57587
H: 3.23056 -0.77755 -4.38333

Results
- molecular weight (g/mol) = 370.9
- lowest unoccupied orbital energy (eV) = 0.50
- SMILES = Nc1ccc(Cl)cc1-c1ncn[nH]1.CNC(=O)[C@H](CS)NC(C)=O
- E (eV) = -51220.80792
- maximum force (eV/A) = 1.8